(1)
21
Properties=species:S:1:pos:R:3 method="wB97M-V/def2-TZVPD" molar_mass_g_mol=126.10 smiles=O.O.O.O.O.O.O multiplicity=1 homo_energy_ev=-10.81 e_above_lowest_kcal_mol=44.6
O 13.2440 5.5560 -10.1080
H 14.0040 5.6790 -9.6190
H 13.2910 6.3070 -10.6710
O 16.6520 3.6810 -4.6700
H 16.3360 2.8630 -4.9850
H 16.1840 4.4050 -5.0890
O 12.5970 8.8970 -9.7290
H 12.2660 8.0500 -9.4750
H 11.9960 9.1540 -10.4320
O 14.9090 6.0360 -8.0620
H 15.1880 5.7230 -7.2060
H 14.4670 6.8720 -7.9350
O 14.1570 3.1360 -7.8960
H 14.3590 4.0520 -8.0110
H 13.2110 3.2240 -7.6990
O 15.2300 5.7880 -5.1790
H 15.2640 6.6040 -4.6080
H 14.4700 5.3280 -4.8440
O 13.3910 7.8850 -6.7520
H 12.7890 8.4740 -7.2370
H 12.6930 7.3870 -6.2690

(2)
81
Properties=species:S:1:pos:R:3 method="wB97M-V/def2-TZVPD" molar_mass_g_mol=765.22 charge=+2 multiplicity=1 homo_energy_ev=-13.30 e_above_lowest_kcal_mol=0.0
Hf -0.1827 0.0550 -0.2338
C -5.7200 3.1641 -4.4651
C -5.8206 3.4140 -3.1596
C -6.9551 2.8981 -2.3230
C -7.3341 1.4176 -2.5520
C -6.2102 0.4509 -2.7938
C -5.7666 0.1700 -4.0280
C -6.4342 0.7752 -5.2474
C -6.6875 2.3039 -5.2411
C 1.3586 -1.3152 -0.9689
H -4.9816 3.6713 -5.0937
H -5.1522 4.1339 -2.6821
H -7.8733 3.4944 -2.5051
H -6.6928 3.0393 -1.2686
H -7.8728 1.0864 -1.6528
H -8.0813 1.3771 -3.3678
H -5.8315 -0.0881 -1.9165
H -4.9984 -0.5920 -4.2195
H -7.4260 0.3113 -5.4469
H -5.8010 0.5416 -6.1237
H -6.6128 2.6226 -6.2920
H -7.7347 2.5013 -4.9494
H 2.2845 -0.7530 -1.1723
H 1.0756 -1.8769 -1.8735
H 1.6072 -2.0343 -0.1688
P -2.2741 -1.2069 -0.1043
P -1.5639 2.1313 -0.0234
N -2.7408 -2.3504 -1.3552
N -2.6139 -2.3053 1.2804
N -1.6851 2.6318 -1.7225
N -1.3645 3.6724 0.8288
C -3.6358 0.0540 -0.0888
C -3.2950 1.5031 0.3890
C -1.9613 -2.6274 -2.4819
C -2.6527 -3.5253 -3.2749
C -3.9006 -3.8096 -2.6228
C -3.9365 -3.0573 -1.4575
C -1.8400 -3.4420 1.5795
C -2.2753 -3.9670 2.7819
C -3.3266 -3.1176 3.2662
C -3.4878 -2.0991 2.3463
C -0.7987 2.3233 -2.7679
C -1.3210 2.8654 -3.9369
C -2.5500 3.5005 -3.6140
C -2.7674 3.3106 -2.2570
C -1.8337 4.9491 0.4829
C -1.4287 5.8508 1.4592
C -0.6850 5.1119 2.4433
C -0.6781 3.7843 2.0480
H -4.4373 -0.3471 0.5445
H -4.0161 0.0842 -1.1277
H -4.0489 2.2191 0.0183
H -3.3406 1.5507 1.4931
H -0.9867 -2.1757 -2.5781
H -2.2910 -3.9352 -4.2038
H -4.6528 -4.4978 -2.9725
H -4.6919 -2.9684 -0.6923
H -1.0421 -3.7347 0.9072
H -1.9199 -4.8815 3.2528
H -3.9168 -3.2830 4.1606
H -4.1394 -1.2416 2.3370
H 0.1285 1.7775 -2.5830
H -0.8809 2.8205 -4.9285
H -3.2188 4.0386 -4.2787
H -3.6161 3.5454 -1.6204
H -2.3720 5.1002 -0.4430
H -1.6355 6.9139 1.4747
H -0.2191 5.5347 3.3229
H -0.2488 2.9030 2.5011
S 0.0665 -0.3967 2.1301
C 1.7937 -0.0500 2.2393
C 2.5681 -0.9735 2.9805
C 3.9187 -1.0786 2.6878
C 4.5072 -0.2088 1.7500
C 3.7436 0.7883 1.1345
C 2.3851 0.9567 1.4619
H 2.0700 -1.5933 3.7185
H 4.5366 -1.8114 3.2018
H 5.5542 -0.3312 1.4713
H 4.1735 1.4254 0.3615
H 1.7975 1.8319 1.1539

(3)
63
Properties=species:S:1:pos:R:3 method="wB97M-V/def2-TZVPD" molar_mass_g_mol=581.45 charge=+1 multiplicity=7 homo_energy_ev="-10.61 / -10.61" e_above_lowest_kcal_mol=29.2 s_squared=12.039
C -1.3147 3.3645 -2.5848
C -1.2325 2.0368 -2.1679
C 0.0577 1.5298 -1.8238
C 1.1980 2.3026 -2.0112
C 1.0890 3.6248 -2.4266
C -0.1702 4.1585 -2.7029
C 2.5430 1.7209 -1.5524
C 2.5511 0.1968 -1.5608
C 1.3319 -0.4665 -1.4408
C 1.2630 -1.8852 -1.4835
C 2.4674 -2.5861 -1.4700
C 3.6961 -1.9176 -1.4539
C 3.7418 -0.5236 -1.5050
H -2.2964 3.7811 -2.8283
H 1.9984 4.2223 -2.5196
H -0.2625 5.1964 -3.0216
H 3.2993 2.0750 -2.2641
H 2.4418 -3.6783 -1.4808
H 4.6230 -2.4892 -1.4220
H 4.6914 0.0186 -1.5085
N 0.1816 0.2937 -1.1464
Eu -0.6791 0.3292 0.7494
C -2.4652 1.1523 -2.0869
H -2.2089 0.1098 -2.3462
H -3.2446 1.5182 -2.7719
C -0.0766 -2.5915 -1.5792
H -0.6776 -2.1608 -2.3989
H 0.0762 -3.6647 -1.7605
P -3.2744 1.0881 -0.3976
P -1.1596 -2.4856 -0.0769
C -0.1375 -3.4533 1.0957
H 0.2621 -2.7767 1.8662
H -0.7810 -4.2050 1.5711
H 0.6980 -3.9496 0.5840
C -2.4634 -3.6939 -0.4942
H -2.4613 -4.5079 0.2423
H -3.4315 -3.1758 -0.4492
H -2.3183 -4.0997 -1.5047
C -4.0790 2.7262 -0.3374
H -4.8875 2.8025 -1.0772
H -4.4962 2.8466 0.6724
H -3.3418 3.5216 -0.5037
C -4.7000 0.0021 -0.7675
H -5.2980 -0.0839 0.1501
H -5.3201 0.4234 -1.5713
H -4.3461 -0.9999 -1.0495
C 2.7478 2.0707 -0.1868
O 2.0031 2.0994 0.7605
H 3.7697 2.2574 -0.4727
C 2.6462 -0.6844 3.2520
C 1.2225 -0.2202 3.5621
C 0.6620 -0.9883 4.7595
C 1.2275 1.2766 3.8909
O 0.4123 -0.4632 2.4390
H 3.3008 -0.5408 4.1210
H 3.0515 -0.1145 2.4073
H 2.6487 -1.7462 2.9801
H 1.2924 -0.8501 5.6478
H -0.3489 -0.6323 4.9933
H 0.6039 -2.0594 4.5366
H 1.5989 1.8595 3.0404
H 0.2106 1.6155 4.1231
H 1.8644 1.4729 4.7625

(4)
80
Properties=species:S:1:pos:R:3 method="wB97M-V/def2-TZVPD" molar_mass_g_mol=750.57 charge=+1 multiplicity=1 homo_energy_ev=-10.79
Ti 0.4183 -0.0485 -0.8055
C 5.0265 -2.3738 0.3289
C 5.0691 -1.0308 0.6922
C 4.1843 -0.1242 0.1311
C 3.2549 -0.5491 -0.8220
C 3.2228 -1.8897 -1.1940
C 4.1017 -2.7970 -0.6143
N 2.2697 0.3455 -1.3369
C 2.5960 1.6601 -1.6132
C 3.8755 2.1121 -1.9747
C 4.0712 3.4424 -2.2577
C 3.0230 4.3819 -2.1994
C 1.7657 3.9700 -1.8549
C 1.5630 2.6166 -1.5470
N 0.3468 2.0681 -1.1854
N -0.7078 2.7334 -1.2428
C -1.8248 1.9202 -0.9648
C -3.0953 2.4592 -1.0096
C -4.1706 1.6191 -0.7752
C -3.9459 0.2758 -0.5004
C -2.6499 -0.1976 -0.4757
N -1.6056 0.6152 -0.7136
H 5.7188 -3.0792 0.7693
H 5.7895 -0.6875 1.4241
H 4.1992 0.9118 0.4453
H 2.5093 -2.2184 -1.9372
H 4.0694 -3.8364 -0.9152
H 4.6923 1.4082 -2.0529
H 5.0613 3.7749 -2.5424
H 3.2148 5.4206 -2.4286
H 0.9317 4.6558 -1.8014
H -3.2150 3.5080 -1.2397
H -5.1820 2.0011 -0.8214
H -4.7691 -0.4019 -0.3224
H -2.4145 -1.2364 -0.2718
C -2.9187 0.8373 6.3054
C -1.7943 0.7776 5.3096
C -2.0568 0.7251 3.9416
C -1.0266 0.6470 3.0194
C 0.2836 0.6163 3.4786
C 0.5749 0.6752 4.8367
C -0.4672 0.7572 5.7395
S 1.6233 0.5056 2.3682
O 1.1205 0.9126 1.0387
O 2.7426 1.2902 2.7928
N 2.0593 -1.0463 2.4560
C 1.2669 -2.2300 2.8069
C 0.8674 -3.1545 1.6485
C -0.2296 -2.5546 0.8185
O -1.2430 -3.0964 0.4750
O 0.0641 -1.2823 0.5165
H -3.7927 1.3338 5.8863
H -2.6200 1.3649 7.2098
H -3.2187 -0.1716 6.5958
H -3.0826 0.7522 3.5945
H -1.2327 0.6096 1.9589
H 1.6043 0.6740 5.1720
H -0.2504 0.8157 6.7988
H 3.0211 -1.1806 2.1627
H 0.3785 -1.8991 3.3414
H 1.8631 -2.7999 3.5186
H 0.5274 -4.1112 2.0389
H 1.7317 -3.3344 1.0023
F -4.4828 1.5272 -4.0068
C -3.9995 0.2849 -3.9211
C -2.7463 0.0026 -4.2643
N -2.2377 -1.2834 -4.1752
C -0.8004 -1.5005 -4.3020
C -0.1595 -0.9073 -3.0752
O 0.1074 -1.6236 -2.0503
O -0.0090 0.3316 -2.9697
C -3.0139 -2.3513 -3.7324
O -2.5924 -3.4756 -3.6242
N -4.3152 -2.0054 -3.4139
C -4.9022 -0.7414 -3.4091
O -6.0206 -0.5516 -3.0000
H -2.0678 0.7676 -4.6165
H -0.4292 -0.9958 -5.1926
H -0.6271 -2.5702 -4.3560
H -4.8935 -2.7711 -3.0937

(5)
38
Properties=species:S:1:pos:R:3 method="wB97M-V/def2-TZVPD" molar_mass_g_mol=468.92 multiplicity=1 homo_energy_ev=-7.90 e_above_lowest_kcal_mol=0.0
Pd 0.4712 -1.6132 -1.9951
N 4.0057 0.5523 -2.9168
C 2.9232 -0.0139 -2.3357
S 2.6664 -1.7095 -2.6430
N 2.1865 0.7594 -1.5854
N 1.1507 0.0670 -1.0007
C 0.6433 0.5518 0.0742
C 1.0156 1.8796 0.6271
C 1.3893 1.9854 1.9629
C 1.7068 3.2211 2.5069
C 1.6299 4.3626 1.7229
C 1.2439 4.2632 0.3922
C 0.9462 3.0274 -0.1576
C -0.3209 -0.2698 0.8507
C -1.4293 0.3345 1.4394
C -2.3113 -0.4518 2.1593
C -2.0419 -1.8050 2.2903
C -0.8974 -2.3091 1.6897
N -0.0498 -1.5679 0.9864
H 4.6430 -0.0198 -3.4374
H 4.2908 1.4654 -2.6100
H 1.4371 1.0942 2.5774
H 2.0097 3.2908 3.5435
H 1.8693 5.3289 2.1476
H 1.1812 5.1526 -0.2213
H 0.6678 2.9442 -1.1991
H -1.5940 1.3970 1.3220
H -3.1905 -0.0137 2.6133
H -2.6934 -2.4592 2.8541
H -0.6447 -3.3607 1.7777
C -3.8400 -3.5838 -1.2411
O -2.6202 -3.9825 -1.8796
C -1.7570 -3.0480 -2.2340
S -1.9414 -1.4213 -1.8261
S -0.3260 -3.5451 -2.9927
H -4.3982 -4.5035 -1.0978
H -4.3945 -2.8948 -1.8773
H -3.6270 -3.1045 -0.2868

(6)
20
Properties=species:S:1:pos:R:3 method="wB97M-V/def2-TZVPD" molar_mass_g_mol=133.15 charge=+1 multiplicity=2 homo_energy_ev="-13.46 / -13.43" e_above_lowest_kcal_mol=38.5 s_squared=0.761
C 0.8437 -3.2646 -1.5059
C 0.1189 -2.0138 -1.1234
O -1.0297 -1.8582 -0.7845
O 0.9687 -0.9577 -1.1092
H 0.5525 -3.5122 -2.5306
H 0.4034 -4.0256 -0.8929
H 1.9040 -3.0856 -1.4303
C 1.7923 1.7805 1.0257
C -0.6296 1.5448 0.8473
N -1.7574 0.7660 0.8001
N 0.5799 1.0745 0.7926
N -0.9482 2.8566 1.1323
H -1.8258 -0.2126 1.0433
H -2.4963 1.1331 0.2190
H 0.6712 -0.2113 -0.5755
H -0.3316 3.6535 0.9942
H -1.8437 3.1391 0.7430
H 2.0921 1.4460 2.0370
H 1.7033 2.8494 1.0455
H 2.5203 1.4853 0.2334

The evaluated total energy for the records listed, in turn: -535.05280 -2628.69034 -2532.37694 -3607.68645 -2196.74755 -473.45715 a.u..